# C68H172N12O22

A structure of composition C68H172N12O22 (the ωB97M-V functional and the def2-TZVPD basis, the OMol25 dataset).

Maximum force = 10.55 eV Å⁻¹
Energy relative to the best compared isomer or geometry (same formula, charge and spin) = 542.4 kcal/mol
Highest occupied orbital energy = -6.7 eV
Lowest unoccupied orbital energy = 0.637 eV
E_tot = -5005.0079 a.u.
Orbital gap = 0.2686 Eh

Geometry as ORCA input:
```
! wB97M-V def2-TZVPD RIJCOSX def2/J DEFGRID3
* xyz 0 1
C 14.4625 -9.9862 0.3003
C 14.6023 -8.7810 -0.6470
C 13.4451 -7.7871 -0.7443
O 12.2424 -8.5375 -0.8465
C 11.0665 -7.7681 -0.8764
N 15.7818 -7.9956 -0.2521
H 15.0891 -10.8091 -0.0442
H 13.4196 -10.3127 0.3542
H 14.7413 -9.7872 1.3370
H 14.8765 -9.2357 -1.6031
H 13.5602 -7.2124 -1.6681
H 13.3587 -7.1183 0.1190
H 11.1330 -6.8869 -0.2245
H 10.2348 -8.3568 -0.4954
H 10.8950 -7.3851 -1.8872
H 16.5704 -8.6376 -0.1508
H 15.6875 -7.6709 0.7179
C 17.3145 -7.2427 -3.8120
C 17.1184 -5.9909 -2.9687
C 17.6627 -4.7535 -3.6846
O 19.0602 -4.7266 -3.4662
C 19.7068 -3.5663 -3.9744
N 15.7335 -5.8583 -2.5482
H 17.0575 -8.1556 -3.2750
H 18.3556 -7.3552 -4.1349
H 16.8083 -7.1693 -4.7799
H 17.7106 -6.1004 -2.0508
H 17.1753 -3.8262 -3.2633
H 17.3947 -4.8265 -4.7443
H 19.2932 -3.1774 -4.9294
H 20.7561 -3.8041 -4.1284
H 19.6454 -2.7370 -3.2597
H 15.5031 -6.5652 -1.8431
H 15.5852 -5.0284 -1.9839
C 17.5337 -4.7657 -7.6522
O 18.6590 -5.4644 -8.1819
C 18.3838 -6.8610 -8.1549
C 19.6501 -7.6182 -8.5687
N 20.7069 -7.4080 -7.5741
C 22.0459 -7.5047 -8.2476
C 23.2183 -7.2680 -7.3130
O 23.2356 -5.8684 -7.0842
C 24.2351 -5.4979 -6.1398
H 16.6244 -4.7396 -8.2688
H 17.8061 -3.7083 -7.6978
H 17.3687 -5.0455 -6.6117
H 17.6319 -7.0183 -8.9354
H 18.0127 -7.2771 -7.2134
H 20.0040 -7.2857 -9.5549
H 19.4802 -8.6924 -8.6597
H 20.6849 -6.4318 -7.2903
H 22.0937 -6.7213 -9.0169
H 22.2279 -8.4218 -8.8141
H 24.1167 -7.6573 -7.8067
H 23.0656 -7.7856 -6.3710
H 24.3422 -4.4147 -6.1199
H 25.2219 -5.8097 -6.5007
H 24.0514 -5.9205 -5.1514
C 15.3455 -3.4104 -10.5183
O 15.0822 -4.4709 -9.6344
C 15.2546 -5.7542 -10.2418
C 14.4127 -6.8332 -9.5735
N 14.8147 -7.0070 -8.1681
C 13.9525 -7.9925 -7.5090
C 13.9899 -7.8369 -5.9976
O 13.1459 -6.7644 -5.6466
C 13.1502 -6.4966 -4.2548
H 15.4073 -2.5078 -9.9083
H 14.5570 -3.2467 -11.2574
H 16.3246 -3.5182 -10.9973
H 16.3338 -5.9137 -10.1591
H 14.9537 -5.7274 -11.2940
H 14.5208 -7.7881 -10.0857
H 13.3419 -6.5967 -9.5657
H 14.6552 -6.1525 -7.6442
H 14.2863 -9.0018 -7.7552
H 12.9000 -8.0022 -7.8171
H 15.0350 -7.7440 -5.6775
H 13.6512 -8.7893 -5.5686
H 12.8183 -7.3964 -3.7231
H 12.5107 -5.6370 -4.0641
H 14.1426 -6.2838 -3.8412
C 21.1254 -1.2937 2.9357
O 21.3208 -1.2462 1.5472
C 20.5605 -2.2306 0.8347
C 20.7465 -2.0283 -0.6415
N 21.9454 -2.6651 -1.1645
C 22.1604 -2.4723 -2.5914
C 23.4237 -3.2125 -3.0256
O 24.5927 -2.6237 -2.4830
C 24.9040 -1.3242 -2.9312
H 21.6098 -0.4507 3.4298
H 21.5523 -2.2066 3.3612
H 20.0612 -1.1800 3.1737
H 19.4970 -2.0453 1.0402
H 20.7166 -3.2491 1.1966
H 20.7662 -0.9413 -0.8046
H 19.9086 -2.4619 -1.1859
H 22.7655 -2.4995 -0.5970
H 22.1783 -1.3987 -2.8110
H 21.3429 -2.9833 -3.1139
H 23.5061 -3.0677 -4.1124
H 23.3319 -4.2885 -2.9063
H 24.3949 -0.5773 -2.3125
H 24.5882 -1.1691 -3.9665
H 25.9763 -1.1700 -2.8297
C 12.5980 -3.3645 -6.9976
O 13.2281 -2.1519 -6.6833
C 13.9465 -2.1772 -5.4629
C 15.4067 -2.4554 -5.7838
N 16.2385 -2.8626 -4.6875
C 16.4436 -1.9393 -3.5735
C 17.2586 -2.6320 -2.4525
O 16.4820 -3.5160 -1.6885
C 15.5344 -2.9598 -0.8097
H 11.9510 -3.7204 -6.1853
H 13.3784 -4.1202 -7.1165
H 11.9513 -3.3176 -7.8704
H 13.5353 -2.9981 -4.8611
H 13.7388 -1.2171 -4.9859
H 15.8645 -1.5804 -6.2562
H 15.3509 -3.2720 -6.5071
H 16.2479 -3.8254 -4.4188
H 15.4614 -1.7267 -3.1377
H 16.9501 -1.0463 -3.9426
H 17.6606 -1.8094 -1.8435
H 18.0824 -3.1993 -2.8655
H 16.0298 -2.2237 -0.1619
H 15.1987 -3.7739 -0.1689
H 14.6970 -2.4393 -1.2800
C 16.6171 -11.1455 -3.2901
O 17.9300 -11.6698 -3.5207
C 17.8731 -12.7381 -4.4808
C 19.2514 -13.2390 -4.8142
N 20.0910 -13.6417 -3.6843
C 19.8523 -14.9556 -3.1206
C 20.5533 -15.0940 -1.7798
O 19.7559 -14.4575 -0.7743
C 20.1856 -14.6354 0.5278
H 16.5974 -10.4695 -2.4340
H 15.8915 -11.9249 -3.0270
H 16.2933 -10.6721 -4.2534
H 17.2926 -12.4071 -5.3717
H 17.3315 -13.5791 -4.0254
H 19.8478 -12.4617 -5.3050
H 19.1707 -13.9922 -5.6017
H 20.0055 -12.9073 -2.9905
H 20.2038 -15.7251 -3.8135
H 18.7870 -15.1902 -2.9837
H 21.5334 -14.6044 -1.8011
H 20.8074 -16.1302 -1.5368
H 19.3735 -14.2347 1.1457
H 21.0558 -14.0528 0.8572
H 20.2805 -15.6821 0.8409
C 16.0667 -11.4139 -5.2728
O 16.1241 -11.3637 -6.6809
C 16.8881 -10.2750 -7.1972
C 17.1880 -10.3353 -8.6897
N 16.0830 -9.9910 -9.5691
C 15.0765 -11.0536 -9.6629
C 13.8372 -10.6704 -10.4552
O 12.9262 -9.9182 -9.6705
C 11.6279 -9.8435 -10.1615
H 15.8843 -10.4120 -4.8221
H 17.0217 -11.8633 -4.8960
H 15.2398 -12.0684 -5.0006
H 17.8572 -10.3815 -6.6887
H 16.4110 -9.3235 -6.9444
H 17.5463 -11.3481 -8.9012
H 18.0203 -9.6693 -8.9122
H 15.6808 -9.1420 -9.1852
H 14.7882 -11.4184 -8.6713
H 15.6182 -11.8802 -10.1304
H 13.3005 -11.6039 -10.6729
H 14.0610 -10.1853 -11.4102
H 11.2275 -10.8410 -10.3811
H 11.5434 -9.2803 -11.1027
H 10.9769 -9.3066 -9.4731
C 19.8498 -2.4710 -6.1980
O 21.1136 -2.4016 -5.5992
C 21.9077 -1.2263 -5.8302
C 21.9504 -0.8437 -7.3233
N 22.8186 -1.6764 -8.1595
C 24.2211 -1.8031 -7.7462
C 24.9427 -0.4821 -7.5136
O 24.5710 0.0966 -6.2764
C 25.3672 1.2197 -5.9646
H 19.2285 -1.6186 -5.8971
H 19.4089 -3.4000 -5.8114
H 19.8481 -2.5746 -7.2880
H 22.8967 -1.3977 -5.4177
H 21.5418 -0.3754 -5.2412
H 22.3443 0.1751 -7.3576
H 20.9686 -0.7704 -7.7853
H 22.3714 -2.5787 -8.2597
H 24.7410 -2.3649 -8.5213
H 24.2760 -2.3989 -6.8268
H 24.7684 0.2195 -8.3371
H 26.0217 -0.6800 -7.4950
H 26.3320 0.8622 -5.5845
H 24.8974 1.7574 -5.1423
H 25.5456 1.8913 -6.8071
C 19.3387 -4.9877 -0.3944
O 19.0289 -5.8742 0.6502
C 17.6567 -5.7758 1.0196
C 17.4852 -6.7793 2.1603
N 16.0597 -6.9423 2.5071
C 15.9549 -7.9096 3.6144
C 14.5032 -7.9905 4.0225
O 14.1431 -6.8439 4.7797
C 12.7920 -6.8829 5.1860
H 18.9985 -5.3568 -1.3651
H 20.4033 -4.7813 -0.4444
H 18.8024 -4.0323 -0.3326
H 17.0391 -6.0223 0.1536
H 17.4561 -4.7670 1.4002
H 18.0821 -6.4884 3.0346
H 17.9131 -7.7602 1.9351
H 15.7835 -6.0489 2.9095
H 16.5593 -7.6812 4.4992
H 16.2650 -8.9041 3.2857
H 14.3785 -8.8724 4.6651
H 13.8509 -8.1075 3.1524
H 12.6410 -6.0091 5.8193
H 12.5949 -7.8119 5.7263
H 12.0946 -6.7534 4.3515
C 21.0875 -7.2266 -5.5214
O 21.3579 -8.3294 -4.6489
C 21.9462 -9.4108 -5.3422
C 22.1785 -10.5741 -4.4157
N 22.9206 -10.2570 -3.2190
C 22.9465 -11.3717 -2.2891
C 23.8417 -11.0201 -1.1285
O 23.8186 -12.1117 -0.2142
C 24.3854 -11.8643 1.0416
H 21.9784 -6.8004 -5.9532
H 20.6153 -6.3967 -4.9810
H 20.3394 -7.5069 -6.3160
H 22.8964 -9.1049 -5.7867
H 21.3444 -9.7468 -6.1968
H 22.7406 -11.3121 -5.0000
H 21.2336 -11.0984 -4.2070
H 22.6218 -9.4189 -2.7288
H 23.3260 -12.2781 -2.7704
H 21.9252 -11.6321 -1.9743
H 23.4348 -10.1632 -0.5769
H 24.8488 -10.7830 -1.4805
H 25.4775 -11.9184 1.0032
H 24.0428 -12.6485 1.7198
H 24.0151 -10.9271 1.4719
C 18.5498 -11.2120 -0.1798
O 18.3645 -9.8370 0.1333
C 19.4571 -8.9763 -0.1171
C 19.8018 -8.8903 -1.6094
N 20.9763 -8.0222 -1.8451
C 20.8552 -6.6877 -1.2510
C 21.9887 -5.7775 -1.7101
O 23.3124 -6.1329 -1.3419
C 23.4928 -6.1964 0.0583
H 19.4622 -11.6054 0.2799
H 18.6480 -11.3117 -1.2616
H 17.6751 -11.6929 0.2516
H 20.3244 -9.2071 0.5076
H 19.1074 -7.9731 0.1326
H 18.9528 -8.6064 -2.2372
H 20.1838 -9.8743 -1.9009
H 20.9655 -7.8899 -2.8600
H 20.7948 -6.7848 -0.1681
H 19.9231 -6.2506 -1.6046
H 21.8463 -4.7671 -1.3040
H 21.9000 -5.6695 -2.7934
H 24.5063 -6.5294 0.2807
H 22.7620 -6.8778 0.4925
H 23.4599 -5.1947 0.5036
*
```

These are the Mulliken partial charges, in e, on atoms 1 to 5:
1. C -1.451
2. C 1.425
3. C -0.302
4. O -0.366
5. C -0.708